[1]
C8H8S | wB97M-V/def2-TZVPD

Each line ends with the natural charge from an NBO analysis.
Cartesian coordinates (Å):
C -0.258 0.682 -1.505  -0.27
C -1.545 0.042 -1.276  -0.24
C 0.581 1.285 -0.688  0.05
C -0.230 -0.016 1.751  -0.32
C 1.765 0.974 0.128  -0.51
C -0.913 -1.107 0.898  -0.52
C -1.837 -0.737 -0.221  -0.12
C 1.071 0.739 1.620  -0.25
S -0.560 1.631 1.347  0.38
H 0.206 0.674 -2.616  0.21
H -2.219 -0.042 -2.176  0.22
H 2.196 0.134 -0.269  0.21
H 2.411 1.774 0.018  0.23
H -0.098 -1.746 0.507  0.23
H -1.347 -1.839 1.645  0.24
H -2.679 -1.376 -0.249  0.21
H 1.518 1.073 2.590  0.25

Properties
energy relative to the best compared isomer or geometry (same formula, charge and spin)	131.4	kcal per mole
lowest unoccupied orbital energy (alpha / beta)	0.322 / 0.000	eV
multiplicity	1
net charge	0
HOMO (alpha / beta)	-6.91 / -6.73	eV
Kohn-Sham gap (alpha / beta)	0.2656 / 0.2473	Ha


[2]
C8H8S2 | wB97M-V/def2-TZVPD

Each line ends with the natural charge from an NBO analysis.
Cartesian coordinates (Å):
C -1.126 2.925 0.282  -0.44
C -0.403 1.976 -0.172  0.02
C 0.578 1.047 -0.237  -0.21
S 2.344 1.328 -0.460  0.31
C 2.591 -0.417 -0.380  -0.32
C 1.456 -1.129 -0.424  -0.23
C 0.190 -0.455 -0.497  -0.28
C -0.848 -0.935 0.601  -0.49
C -0.242 -0.628 1.947  -0.25
S -0.755 -1.065 3.423  0.05
H -1.152 3.337 1.432  0.23
H -1.798 3.519 -0.371  0.22
H 3.563 -0.786 -0.398  0.23
H 1.466 -2.181 -0.134  0.22
H -0.381 -0.612 -1.451  0.24
H -1.114 -2.033 0.538  0.24
H -1.775 -0.407 0.575  0.25
H 0.719 -0.055 1.951  0.20

Properties
energy relative to the best compared isomer or geometry (same formula, charge and spin)	33.6	kcal per mole
lowest unoccupied orbital energy	-0.132	eV
multiplicity	1
SMILES	C=C=C1SC=C[C@H]1CC=S
net charge	0
HOMO	-8.02	eV
Kohn-Sham gap	0.2900	Ha


[3]
C8H8S2Si | wB97M-V/def2-TZVPD

Each line ends with the natural charge from an NBO analysis.
Cartesian coordinates (Å):
Si -1.497 -2.340 0.303  0.87
C -1.756 -0.606 -0.289  -0.42
C -2.801 0.274 -0.207  -0.29
C -2.582 1.604 -0.233  -0.51
S -0.959 2.099 -0.327  0.62
C -0.319 0.606 -0.379  -0.25
C 1.085 0.417 -0.321  -0.33
C 1.936 1.390 0.179  -0.24
C 3.239 0.929 0.207  -0.24
C 3.380 -0.317 -0.398  -0.41
S 1.823 -1.046 -0.613  0.50
H -2.840 -2.408 0.893  -0.15
H -0.763 -2.097 1.486  -0.16
H -0.954 -3.438 -0.486  -0.14
H -3.681 -0.280 -0.439  0.24
H -3.340 2.337 -0.099  0.24
H 1.654 2.365 0.681  0.24
H 4.145 1.384 0.527  0.23
H 4.231 -0.873 -0.485  0.22

Properties
energy relative to the best compared isomer or geometry (same formula, charge and spin)	58.2	kcal per mole
lowest unoccupied orbital energy (alpha / beta)	-0.307 / -0.309	eV
multiplicity	1
SMILES	[SiH3]c1ccsc1-c1cccs1
net charge	0
HOMO (alpha / beta)	-7.21 / -7.21	eV
Kohn-Sham gap (alpha / beta)	0.2536 / 0.2536	Ha


[4]
C8H9BO2S2 | wB97M-V/def2-TZVPD

Each line ends with the natural charge from an NBO analysis.
Cartesian coordinates (Å):
C -3.387 -0.821 -1.161  -0.27
C -3.816 -0.332 0.042  -0.41
S -2.541 0.571 0.815  0.45
C -1.527 0.489 -0.566  -0.24
C -0.366 1.244 -0.409  -0.23
C 0.686 1.317 -1.289  -0.23
C 1.633 2.307 -0.937  -0.26
C 1.295 3.035 0.152  -0.42
S -0.147 2.425 0.848  0.45
C -2.144 -0.241 -1.569  -0.24
H -3.962 -1.157 -2.037  0.23
H -4.777 -0.568 0.665  0.25
H 0.700 0.903 -2.286  0.22
H 2.451 2.652 -1.654  0.22
H 1.865 3.808 0.681  0.24
H -1.707 -0.681 -2.434  0.22
O 1.881 -0.178 2.746  -0.89
B 0.948 -0.897 2.114  0.93
O 1.252 -1.627 1.007  -0.88
H 2.730 -0.554 2.755  0.48
H -0.166 -0.630 2.392  -0.12
H 2.172 -1.755 0.865  0.48

Properties
energy relative to the best compared isomer or geometry (same formula, charge and spin)	0.0	kcal per mole
lowest unoccupied orbital energy	0.329	eV
multiplicity	1
SMILES	c1csc(-c2cccs2)c1.OBO
net charge	0
HOMO	-7.77	eV
Kohn-Sham gap	0.2975	Ha


[5]
C8H9BS | wB97M-V/def2-TZVPD

Each line ends with the natural charge from an NBO analysis.
Cartesian coordinates (Å):
B -1.325 0.668 0.017  1.05
C 0.898 -2.503 -0.122  -0.28
C 2.153 -1.873 -0.139  -0.12
C -0.211 -1.602 -0.133  -0.08
C 2.294 -0.496 -0.030  -0.28
C -0.153 -0.186 -0.110  -0.69
C 1.215 0.315 -0.068  -0.05
C 0.206 2.925 0.194  -0.81
C -2.872 0.648 0.116  -1.12
S 1.689 1.974 0.188  0.32
H 0.734 -3.515 -0.209  0.22
H 3.050 -2.573 -0.059  0.21
H -1.177 -2.168 -0.080  0.20
H 3.249 -0.126 0.056  0.22
H -0.176 3.060 -0.723  0.18
H 0.301 3.714 0.893  0.21
H -3.355 -0.040 0.901  0.28
H -3.234 0.108 -0.758  0.26
H -3.285 1.671 0.065  0.27

Properties
lowest unoccupied orbital energy (alpha / beta)	-0.495 / -0.495	eV
multiplicity	1
net charge	0
HOMO (alpha / beta)	-6.95 / -6.95	eV
Kohn-Sham gap (alpha / beta)	0.2371 / 0.2371	Ha


[6]
C8H9BrN3 | wB97M-V/def2-TZVPD

Each line ends with the natural charge from an NBO analysis.
Cartesian coordinates (Å):
C -3.017 0.102 -0.495  -0.45
N -1.852 0.804 0.000  -0.30
C -1.711 2.093 0.469  -0.02
C -0.355 2.289 0.733  -0.05
N 0.349 1.203 0.223  -0.28
C 1.718 1.192 0.148  -0.10
C 2.533 0.120 -0.073  -0.09
Br 4.383 0.386 -0.155  0.18
C 2.055 -1.167 -0.046  -0.25
C 2.046 -2.366 -0.031  0.34
N 1.799 -3.661 -0.108  -0.78
C -0.566 0.323 -0.181  0.24
H -4.034 0.466 -0.096  0.26
H -3.127 0.070 -1.576  0.24
H -2.882 -1.087 -0.370  0.24
H -2.522 2.745 0.663  0.25
H 0.097 3.173 1.119  0.26
H 2.085 2.188 0.125  0.23
H 2.509 -4.248 -0.053  0.40
H 1.033 -4.011 0.429  0.40
H -0.542 -0.613 -0.726  0.25

Properties
energy relative to the best compared isomer or geometry (same formula, charge and spin)	26.4	kcal per mole
lowest unoccupied orbital energy	-3.725	eV
multiplicity	1
SMILES	C[n+]1ccn(/C=C(/Br)C#CN)c1
net charge	+1
HOMO	-11.75	eV
Kohn-Sham gap	0.2948	Ha


[7]
C8H9Cl3Si | wB97M-V/def2-TZVPD

Each line ends with the natural charge from an NBO analysis.
Cartesian coordinates (Å):
Cl 3.220 0.296 -0.943  -0.39
Si 1.439 -0.189 -1.978  1.49
Cl 2.057 -0.771 -3.883  -0.35
Cl 0.671 -2.000 -1.176  -0.35
C 0.320 1.286 -1.840  -0.93
C 0.065 1.681 -0.395  -0.42
C -0.337 0.502 0.470  -0.02
C 0.677 -0.293 0.975  -0.24
C 0.326 -1.358 1.801  -0.19
C -1.019 -1.628 2.050  -0.22
C -2.018 -0.797 1.564  -0.20
C -1.693 0.299 0.843  -0.22
H -0.585 0.882 -2.407  0.25
H 0.686 2.209 -2.314  0.27
H -0.754 2.429 -0.319  0.22
H 0.958 2.143 0.006  0.22
H 1.707 0.015 0.813  0.23
H 1.034 -2.130 2.072  0.21
H -1.215 -2.558 2.535  0.21
H -3.090 -0.957 1.743  0.21
H -2.450 0.940 0.381  0.21

Properties
energy relative to the best compared isomer or geometry (same formula, charge and spin)	0.0	kcal per mole
lowest unoccupied orbital energy	0.534	eV
multiplicity	1
SMILES	Cl[Si](Cl)(Cl)CCc1ccccc1
net charge	0
HOMO	-9.10	eV
Kohn-Sham gap	0.3539	Ha


[8]
C8H9Cl4F | wB97M-V/def2-TZVPD

Each line ends with the natural charge from an NBO analysis.
Cartesian coordinates (Å):
F 30.407 8.020 -3.352  -0.32
C 30.331 8.940 -2.396  0.38
C 31.405 9.749 -2.218  -0.27
C 31.357 10.799 -1.288  -0.20
C 30.180 11.074 -0.635  -0.23
C 29.039 10.238 -0.774  -0.19
C 29.177 9.147 -1.678  -0.28
H 32.321 9.512 -2.739  0.22
H 32.295 11.294 -1.087  0.22
H 30.101 11.844 0.119  0.22
H 28.124 10.507 -0.266  0.23
H 28.441 8.370 -1.818  0.22
Cl 23.490 12.957 0.863  0.01
C 24.982 13.783 0.890  -0.42
Cl 26.263 12.839 0.041  -0.05
H 24.909 14.753 0.399  0.22
H 25.246 14.017 1.921  0.23
Cl 25.741 11.529 3.833  -0.02
C 24.592 12.686 4.543  -0.39
Cl 25.255 14.340 4.430  -0.04
H 23.664 12.701 3.970  0.23
H 24.418 12.480 5.599  0.23

Properties
energy relative to the best compared isomer or geometry (same formula, charge and spin)	0.0	kcal per mole
lowest unoccupied orbital energy	0.656	eV
multiplicity	1
SMILES	Fc1ccccc1.ClCCl.ClCCl
net charge	0
HOMO	-9.27	eV
Kohn-Sham gap	0.3649	Ha


[9]
C8H9Cl4N5O4PdSi | wB97M-V/def2-TZVPD

Each line ends with the natural charge from an NBO analysis.
Cartesian coordinates (Å):
Pd -1.278 1.593 -0.100  0.33
N 1.425 1.080 -0.652  -0.70
N 1.866 2.267 -0.113  -0.44
C 1.195 3.386 0.095  0.51
N 1.759 4.447 0.706  -0.90
N -0.047 3.398 -0.364  -0.48
N -0.853 4.534 -0.257  0.22
O -0.405 5.684 -0.512  -0.74
O -2.161 4.291 -0.694  -0.78
H 1.414 0.320 0.099  0.41
H 1.977 0.818 -1.442  0.35
H 2.817 2.310 0.235  0.34
H 2.430 4.303 1.485  0.38
H 1.234 5.308 0.437  0.46
Cl -3.510 3.424 1.754  -0.43
Si -3.041 2.860 -0.146  1.42
Cl -3.012 0.034 -0.262  -0.62
Cl -4.684 3.102 -1.325  -0.41
Cl -1.720 -6.865 -0.010  -0.07
C -0.791 -5.362 0.007  -0.02
C 0.584 -5.404 0.168  -0.28
C 1.304 -4.233 0.093  -0.15
C 0.694 -3.003 0.021  -0.14
C -0.697 -2.995 -0.049  -0.14
C -1.475 -4.160 -0.123  -0.25
C 1.502 -1.775 0.197  0.74
O 2.617 -1.770 -0.358  -0.74
O 1.031 -0.792 0.870  -0.75
H 1.124 -6.353 0.226  0.21
H 2.433 -4.305 0.201  0.22
H -1.216 -2.025 -0.029  0.26
H -2.515 -4.117 -0.158  0.22

Properties
energy relative to the best compared isomer or geometry (same formula, charge and spin)	48.8	kcal per mole
lowest unoccupied orbital energy (alpha / beta)	4.086 / 4.086	eV
multiplicity	1
net charge	-2
HOMO (alpha / beta)	1.08 / 1.08	eV
Kohn-Sham gap (alpha / beta)	0.1103 / 0.1104	Ha


[10]
C8H9ClIrN3O2S | wB97M-V/def2-TZVPD

Each line ends with the natural charge from an NBO analysis.
Cartesian coordinates (Å):
Ir -0.263 0.079 0.212  1.12
N -0.114 0.804 -1.733  -0.58
N -1.248 1.463 -2.260  -0.41
C -2.335 1.580 -1.504  0.35
N -3.407 2.193 -1.939  -0.69
S -2.334 0.875 0.096  0.07
H 0.666 1.463 -1.704  0.44
H 0.133 0.026 -2.348  0.44
H -1.185 1.835 -3.200  0.44
H -3.473 2.612 -2.858  0.44
H -4.223 2.260 -1.346  0.46
Cl 4.807 -2.761 4.616  0.11
C 3.732 -1.856 3.638  -0.07
C 3.647 -0.459 3.808  -0.09
C 2.800 0.309 3.042  -0.25
C 1.998 -0.303 2.084  0.37
O 1.203 0.485 1.348  -0.61
C 2.070 -1.704 1.909  -0.26
C 1.260 -2.334 0.956  0.43
O 0.413 -1.773 0.196  -0.58
C 2.954 -2.476 2.698  -0.12
H 4.266 0.012 4.560  0.26
H 2.741 1.382 3.167  0.26
H 1.340 -3.414 0.825  0.22
H 3.010 -3.549 2.561  0.26

Properties
lowest unoccupied orbital energy (alpha / beta)	-8.693 / -8.694	eV
multiplicity	1
net charge	+2
HOMO (alpha / beta)	-14.84 / -14.84	eV
Kohn-Sham gap (alpha / beta)	0.2259 / 0.2259	Ha


[11]
C8H9ClN2O | wB97M-V/def2-TZVPD

Each line ends with the natural charge from an NBO analysis.
Cartesian coordinates (Å):
C 0.441 1.300 -2.163  -0.53
N 1.083 0.002 -2.005  0.17
O 1.908 -0.421 -2.793  -0.16
C 1.093 -0.618 -0.701  0.42
N 1.952 -1.572 -0.536  -0.63
C 0.069 -0.203 0.226  0.02
C 0.447 -0.048 1.611  -0.12
C -0.468 0.208 2.572  -0.20
C -1.800 0.292 2.289  0.12
Cl -2.974 0.543 3.489  0.35
C -2.229 0.099 0.942  -0.16
C -1.350 -0.216 0.001  -0.16
H 0.303 1.944 -1.277  0.27
H -0.627 1.227 -2.646  0.29
H 0.954 1.734 -3.025  0.30
H 2.135 -2.306 0.074  0.47
H 2.637 -1.685 -1.328  0.46
H 1.490 -0.038 1.883  0.26
H -0.220 0.263 3.576  0.27
H -3.265 0.177 0.764  0.28
H -1.577 -0.683 -0.952  0.26

Properties
energy relative to the best compared isomer or geometry (same formula, charge and spin)	0.0	kcal per mole
lowest unoccupied orbital energy (alpha / beta)	-10.363 / -12.508	eV
multiplicity	1
SMILES	C[N+](=O)C(=[NH2+])c1ccc(Cl)cc1
net charge	+2
HOMO (alpha / beta)	-18.55 / -17.55	eV
Kohn-Sham gap (alpha / beta)	0.3010 / 0.1851	Ha


Number 1: total energy -19253.566 eV. Number 2: total energy -30092.320 eV. Number 3: total energy -37969.443 eV. Number 4: total energy -34884.577 eV. Number 5: total energy -19949.707 eV. Number 6: total energy -82945.015 eV. Number 7: total energy -53890.950 eV. Number 8: total energy -61248.703 eV. Number 9: total energy -85531.234 eV. Number 10: total energy -43186.155 eV. Number 11: total energy -25969.694 eV.